1.
Below is 2 unconnected molecules or ions with the total composition CH5PS2 at a distorted geometry, with properties calculated with wB97M-V/def2-TZVPD.

Positions of all 9 atoms, in Å:
1 C -2.15427 -0.64689 0.93948
2 P -1.94307 0.49400 -0.40848
3 S -0.94526 1.93959 0.45362
4 S 3.44687 0.10501 -1.20598
5 H -2.72085 -1.58002 0.62657
6 H -1.17303 -1.06013 1.24353
7 H -2.60689 -0.22667 1.90513
8 H 4.03574 1.30057 -1.21322
9 H 4.06076 -0.32546 -2.34068

The net charge is 0. Its gap between HOMO and LUMO (spin up / spin down) is 8.105 / 7.219 eV. Its multiplicity is 3.

2.
Below is 2 unconnected molecules or ions with the total composition CH5S3, with properties calculated with wB97M-V/def2-TZVPD.

Positions of all 9 atoms, in Å:
1 S -2.31748 1.48859 0.12379
2 H -2.59369 1.22971 1.40776
3 C 1.64321 -0.17889 -0.16324
4 S 0.55118 -1.44798 0.51080
5 S -1.01808 -1.52325 -0.84409
6 H 2.02661 0.42161 0.65623
7 H 2.43628 -0.62149 -0.77266
8 H 1.06920 0.47961 -0.81162
9 H -1.79723 0.15208 -0.10697

The net charge is -1. Its gap between HOMO and LUMO is 6.295 eV.

3.
Below is a gas-phase ion, CH6IN4 (charge +1) at a distorted geometry, with properties calculated with wB97M-V/def2-TZVPD.

Positions of all 12 atoms, in Å:
1 C 0.66380 0.85515 -0.04555
2 N -0.61684 0.30990 -0.50900
3 N 1.02055 2.17932 0.11032
4 N -1.33588 -1.63248 0.49549
5 N -0.68764 -1.09756 -0.59510
6 I 2.30391 -0.37529 0.21990
7 H 0.42661 3.00346 0.12793
8 H 2.03238 2.34933 0.11688
9 H -0.64500 -1.72670 1.32766
10 H -2.19334 -1.18714 0.81824
11 H -1.30790 -1.26427 -1.33786
12 H 0.33933 -1.41372 -0.72892

The net charge is +1. As for the structure (SMILES): N[NH2+]/N=C(/N)I. Its gap between HOMO and LUMO is 10.163 eV.

4.
Below is 2 unconnected molecules or ions with the total composition CH6N at a distorted geometry, with properties calculated with wB97M-V/def2-TZVPD.

Positions of all 8 atoms, in Å:
1 C -0.53156 0.59974 -0.17893
2 N 0.42776 -0.92196 0.02036
3 H -0.00796 1.20027 0.59803
4 H -1.63133 1.74999 0.61991
5 H 0.15362 0.85165 -1.14904
6 H -0.14651 -1.52577 -0.55251
7 H 0.41492 -1.05069 1.05023
8 H 1.32105 -0.90324 -0.40805

The net charge is +1. Its gap between HOMO and LUMO is 9.312 eV.

5.
Below is 2 unconnected molecules or ions with the total composition CH6N2 at a distorted geometry, with properties calculated with wB97M-V/def2-TZVPD.

Positions of all 9 atoms, in Å:
1 N -3.35251 1.96994 -0.15317
2 H -3.09472 1.76278 -1.10266
3 H -2.87739 2.80074 0.15579
4 H -4.34203 2.07891 -0.06531
5 C 1.65192 -1.55477 0.39867
6 N 2.58317 -0.85308 -0.07896
7 H 1.06283 -1.18419 1.23435
8 H 1.49449 -2.61721 0.19349
9 H 3.07782 -1.36677 -0.81548

The net charge is 0. As for the structure (SMILES): C=N.N. Its gap between HOMO and LUMO is 11.073 eV.

6.
Below is CH6N2 in the gas phase at a distorted geometry, with properties calculated with wB97M-V/def2-TZVPD.

Positions of all 9 atoms, in Å:
1 C -1.11217 -0.05352 -0.05143
2 N 1.47914 0.19641 -0.04459
3 N 0.37497 -0.63122 -0.12109
4 H -1.27498 0.51108 -0.96665
5 H -1.80480 -0.86790 0.04848
6 H -1.18267 0.63973 0.79551
7 H 1.67102 0.57831 -0.96404
8 H 1.44128 0.93193 0.66098
9 H 0.40821 -1.30483 0.64282

The net charge is 0. Its gap between HOMO and LUMO (spin up / spin down) is 4.552 / 7.685 eV. Its multiplicity is 3.

7.
Below is 2 unconnected molecules or ions with the total composition CH6N2O at a distorted geometry, with properties calculated with wB97M-V/def2-TZVPD.

Positions of all 10 atoms, in Å:
1 C 0.93890 0.73968 0.80050
2 N -1.31572 -0.73559 -0.40017
3 N -0.53436 -0.15879 -1.31132
4 O -1.41800 -0.08925 0.67129
5 H -1.21655 -1.76130 -0.28390
6 H -0.22288 -0.83998 -2.00319
7 H 0.36308 0.33284 -0.55319
8 H 1.43764 -0.15500 1.15833
9 H 0.35081 1.20849 1.57566
10 H 1.61707 1.45890 0.34600

The net charge is 0. Its gap between HOMO and LUMO (spin up / spin down) is 7.873 / 8.436 eV.

8.
Below is 2 unconnected molecules or ions with the total composition CH6N2O2S at a distorted geometry, with properties calculated with wB97M-V/def2-TZVPD.

Positions of all 12 atoms, in Å:
1 C -0.51973 0.58717 1.90490
2 N 1.81085 -0.63807 -3.07422
3 N -0.40302 -0.83542 1.82539
4 O 0.02963 1.18165 0.67529
5 O -0.62047 0.09122 -2.63865
6 S 0.53519 -0.68492 -2.24207
7 H -1.63333 0.83278 2.04174
8 H -0.13776 1.14459 2.75086
9 H 1.85498 -0.01204 -3.86730
10 H -1.13354 -1.34933 1.40867
11 H 0.45172 -1.01146 1.28603
12 H -0.23453 0.69383 -0.07064

The net charge is 0. Its gap between HOMO and LUMO is 8.754 eV.

9.
Below is CH6N2O2S in the gas phase at a distorted geometry, with properties calculated with wB97M-V/def2-TZVPD.

Positions of all 12 atoms, in Å:
1 C -1.23868 0.87939 0.42747
2 N 0.93662 -0.49992 -1.31993
3 N 1.26276 -1.07866 0.97650
4 O -1.19754 1.73473 -0.68800
5 O -1.20494 -0.49887 0.17906
6 S 0.19709 -1.38248 -0.29690
7 H -2.20573 1.04924 0.91526
8 H -0.33934 1.62512 -1.11558
9 H -0.42735 1.12019 1.13693
10 H 0.58657 -0.54229 -2.26480
11 H 1.61496 -1.91873 1.40846
12 H 2.01557 -0.48772 0.64153

The net charge is 0. Its gap between HOMO and LUMO is 10.109 eV.

10.
Below is a molecular structure, CH6N2P2 at a distorted geometry, with properties calculated with wB97M-V/def2-TZVPD.

Positions of all 11 atoms, in Å:
1 C -0.63619 -0.56854 0.34881
2 N -1.83133 -0.54318 -0.34063
3 N 1.94061 0.69309 -0.07781
4 P -2.77131 0.61019 0.06386
5 P 0.21388 1.24562 0.26939
6 H 0.06878 -1.31303 -0.13181
7 H -0.66277 -0.68326 1.50356
8 H 2.43472 0.95118 0.77667
9 H 1.76132 -0.39003 0.00658
10 H -3.84667 0.32807 -0.87010
11 H -0.27594 1.32432 -1.01941

The net charge is 0. Its gap between HOMO and LUMO is 8.270 eV.

11.
Below is CH6N2S in the gas phase at a distorted geometry, with properties calculated with wB97M-V/def2-TZVPD.

Positions of all 10 atoms, in Å:
1 C 0.80366 -0.52178 0.18786
2 N -1.02443 1.08931 -1.36967
3 N 0.41681 -1.21747 1.47719
4 S 0.39328 1.37708 -0.46060
5 H 0.29541 -1.06458 -0.72295
6 H 1.83015 -0.59313 -0.09396
7 H 0.86290 -0.74379 2.23201
8 H -1.87478 1.04260 -0.77261
9 H -1.12156 1.78295 -2.05004
10 H -0.58144 -1.15119 1.57278

The net charge is 0. As for the structure (SMILES): NCSN. Its gap between HOMO and LUMO is 9.044 eV.

12.
Below is 2 unconnected molecules or ions with the total composition CH6N2S at a distorted geometry, with properties calculated with wB97M-V/def2-TZVPD.

Positions of all 10 atoms, in Å:
1 S 2.82755 -0.40746 -0.98607
2 H 2.85393 -1.64432 -0.46800
3 N -1.65343 0.51766 0.90595
4 C -0.46683 0.49306 0.28826
5 N -0.11754 -0.19742 -0.71558
6 H -2.43732 -0.01475 0.59529
7 H -1.82539 1.18516 1.62710
8 H 0.29893 1.12829 0.73452
9 H 1.37700 -0.30730 -0.84422
10 H -0.85690 -0.75291 -1.13725

The net charge is 0. As for the structure (SMILES): [H]/N=C\N.S. Its gap between HOMO and LUMO is 8.758 eV.

What did we get for relative energy (zero: lowest compared OMol25 entry of this formula, charge and spin)? Answer: 0.0; 6.3; 143.4; 606.2; 72.2; 288.4; 592.2; 82.8; 102.8; 134.7; 117.3; 31.9 kJ/mol, in the order shown.